# 1
84
Properties=species:S:1:pos:R:3 method="wB97M-V/def2-TZVPD" total_charge=+2 lumo_ev="-5.116 / -8.685" homo_energy_ha="-0.453 / -0.517" largest_force_ev_per_a=0.95 mol_weight_da=891.619 spin_multiplicity=6
Ir -0.36807 2.18932 1.24442
C -0.90844 5.22820 2.68216
C -0.38592 4.47567 3.89994
S 0.74878 3.09150 3.59101
C 2.33761 3.91085 3.31152
C 2.51010 4.62591 1.98946
S 1.96974 3.56659 0.62103
C 1.52513 4.88229 -0.53771
C 0.80438 4.29097 -1.72775
S -0.53782 3.13175 -1.34144
C -1.97365 4.21785 -1.13189
C -1.98464 5.11990 0.09357
S -1.99166 4.18409 1.65499
H -0.10209 5.58327 2.04549
H -1.48923 6.08674 3.01960
H -1.20682 4.01408 4.44880
H 0.11813 5.16761 4.57532
H 3.06035 3.09919 3.40725
H 2.50510 4.59808 4.14096
H 3.55814 4.87438 1.82413
H 1.93388 5.54798 1.95105
H 2.44159 5.37994 -0.85516
H 0.90968 5.60510 -0.00525
H 1.49730 3.69200 -2.32008
H 0.40501 5.07352 -2.37337
H -2.81815 3.52653 -1.12226
H -2.05552 4.82268 -2.03550
H -2.89141 5.72341 0.07524
H -1.13288 5.79588 0.10401
N -3.31593 -0.24839 1.96266
C -3.03101 0.02832 0.65908
N -3.69903 -0.55128 -0.33685
N -3.14264 -0.05760 -1.42508
N -2.17816 0.78534 -1.09557
N -2.07073 0.86139 0.22743
C -2.72212 0.31626 3.01729
N -3.11823 0.05005 4.27686
N -2.33767 0.78740 5.01374
N -1.48764 1.47384 4.23391
N -1.69577 1.19730 2.96809
H -4.10977 -0.85665 2.14845
C 0.76313 -6.25682 0.43477
C 1.37402 -5.39396 -0.67578
C 2.90451 -5.34049 -0.47920
C 1.08619 -6.07813 -2.02525
C 0.78069 -3.94030 -0.64528
O 1.39234 -3.10942 -1.62750
C -0.74212 -3.94378 -0.91800
C -1.32716 -2.55356 -1.22611
C -0.77629 -1.91123 -2.44109
C -0.29621 -0.56609 -2.38814
C 0.12514 0.06282 -3.51356
C 0.06855 -0.62650 -4.75236
Cl 0.55945 0.15718 -6.15135
C -0.41382 -1.95972 -4.83806
C -0.82799 -2.58077 -3.70553
C 1.07488 -3.30762 0.73967
N 1.22509 -1.85671 0.73252
C 0.34120 -0.93459 1.10725
N 0.85848 0.26669 0.95053
C 2.13038 0.01338 0.52748
N 2.38191 -1.26394 0.36295
H 1.21936 -7.24737 0.40554
H -0.31313 -6.39233 0.30862
H 0.95063 -5.84884 1.42983
H 3.35095 -6.26356 -0.84732
H 3.18041 -5.26086 0.57284
H 3.37052 -4.50967 -1.01119
H 1.64915 -7.00894 -2.07428
H 1.39423 -5.48359 -2.89328
H 0.03564 -6.34131 -2.14622
H 1.77524 -3.66164 -2.31909
H -1.27852 -4.36272 -0.06691
H -0.93614 -4.59737 -1.76578
H -1.23223 -1.86784 -0.38668
H -2.40493 -2.68815 -1.39614
H -0.28504 -0.04224 -1.43841
H 0.49330 1.07947 -3.48724
H -0.46086 -2.45443 -5.79910
H -1.22032 -3.58812 -3.76625
H 1.99949 -3.69727 1.15125
H 0.25755 -3.55234 1.41438
H -0.65064 -1.15842 1.46963
H 2.85306 0.77986 0.29828

***

# 2
81
Properties=species:S:1:pos:R:3 method="wB97M-V/def2-TZVPD" total_charge=+1 lumo_ev="-3.509 / -3.576" homo_energy_ha="-0.390 / -0.390" largest_force_ev_per_a=2.83 mol_weight_da=713.804 spin_multiplicity=4
V 0.69990 0.12276 -3.61508
N -0.29126 -0.20471 -0.41508
O 0.14341 -0.80297 0.55020
O -1.16472 0.67125 -0.31529
O 0.22930 -0.42771 -1.56989
F 6.99475 0.21359 1.56807
C 5.81162 -0.39987 1.48258
C 4.79347 0.22484 0.80725
C 3.50473 -0.28422 0.87856
C 3.26513 -1.48450 1.53750
C 4.31686 -2.13772 2.15114
C 5.59765 -1.60234 2.12833
H 4.90226 1.21857 0.38448
H 2.64410 0.18022 0.40817
H 2.23346 -1.78374 1.66164
H 4.18960 -3.06240 2.69956
H 6.44237 -2.10717 2.58019
F -5.04768 -5.56050 1.72091
C -4.45899 -4.35368 1.66228
C -5.13601 -3.24792 2.14362
C -4.47255 -2.02448 2.23035
C -3.23182 -1.89425 1.60959
C -2.57345 -2.98568 1.05646
C -3.21424 -4.22613 1.07209
H -6.14315 -3.35760 2.52941
H -4.94358 -1.22799 2.78775
H -2.73104 -0.92949 1.60194
H -1.59985 -2.92849 0.59789
H -2.72736 -5.10342 0.65817
F 2.13351 1.01319 5.95623
C 1.19360 0.09382 5.68364
C 0.38057 -0.35728 6.68909
C -0.61725 -1.29945 6.43923
C -0.82747 -1.68955 5.13262
C -0.00379 -1.22230 4.10701
C 0.95909 -0.25763 4.37511
H 0.54487 -0.13399 7.73762
H -1.16384 -1.68016 7.28751
H -1.57629 -2.41249 4.81705
H -0.25356 -1.42637 3.07365
H 1.59775 0.12896 3.58863
C 4.24685 1.83225 -2.44787
S 4.20293 0.04860 -2.65937
O 2.76067 -0.23070 -2.96630
C 5.05107 0.19932 -4.23945
H 3.54360 2.27358 -3.15131
H 5.25796 2.22769 -2.46791
H 3.81865 2.11267 -1.47912
H 5.20720 -0.77877 -4.69300
H 6.00077 0.71586 -4.12580
H 4.42288 0.77377 -4.92325
C 1.22741 4.59036 -2.66360
S 0.31951 3.14242 -2.16068
O 1.07797 1.92706 -2.66913
C 0.54623 3.23001 -0.39345
H 2.23281 4.62068 -2.23877
H 0.71666 5.46566 -2.26094
H 1.24418 4.59450 -3.74911
H 1.20777 4.02429 -0.06616
H 0.89409 2.24002 -0.08086
H -0.42608 3.26255 0.10031
C -4.73751 4.55313 -2.58167
S -5.07028 2.89768 -1.96135
O -5.57903 2.05821 -3.06976
C -3.34731 2.40962 -1.81010
H -4.39062 5.13434 -1.72052
H -5.68945 4.99817 -2.85806
H -3.97901 4.54250 -3.35884
H -2.94807 2.45879 -2.82893
H -3.30675 1.40335 -1.42313
H -2.73301 3.09064 -1.22121
C -3.29785 -1.24507 -2.47378
S -2.11856 -2.09284 -3.50208
O -1.03167 -1.11661 -3.91485
C -1.38065 -3.17495 -2.29235
H -4.13948 -1.91865 -2.33028
H -3.55153 -0.35044 -3.03964
H -2.89015 -0.95174 -1.50645
H -0.92134 -2.60333 -1.49350
H -0.65399 -3.79404 -2.81549
H -2.18700 -3.82160 -1.94245

***

What did the second record say?
81
Properties=species:S:1:pos:R:3 method="wB97M-V/def2-TZVPD" total_charge=+1 lumo_ev="-3.509 / -3.576" homo_energy_ha="-0.390 / -0.390" largest_force_ev_per_a=2.83 mol_weight_da=713.804 spin_multiplicity=4
V 0.69990 0.12276 -3.61508
N -0.29126 -0.20471 -0.41508
O 0.14341 -0.80297 0.55020
O -1.16472 0.67125 -0.31529
O 0.22930 -0.42771 -1.56989
F 6.99475 0.21359 1.56807
C 5.81162 -0.39987 1.48258
C 4.79347 0.22484 0.80725
C 3.50473 -0.28422 0.87856
C 3.26513 -1.48450 1.53750
C 4.31686 -2.13772 2.15114
C 5.59765 -1.60234 2.12833
H 4.90226 1.21857 0.38448
H 2.64410 0.18022 0.40817
H 2.23346 -1.78374 1.66164
H 4.18960 -3.06240 2.69956
H 6.44237 -2.10717 2.58019
F -5.04768 -5.56050 1.72091
C -4.45899 -4.35368 1.66228
C -5.13601 -3.24792 2.14362
C -4.47255 -2.02448 2.23035
C -3.23182 -1.89425 1.60959
C -2.57345 -2.98568 1.05646
C -3.21424 -4.22613 1.07209
H -6.14315 -3.35760 2.52941
H -4.94358 -1.22799 2.78775
H -2.73104 -0.92949 1.60194
H -1.59985 -2.92849 0.59789
H -2.72736 -5.10342 0.65817
F 2.13351 1.01319 5.95623
C 1.19360 0.09382 5.68364
C 0.38057 -0.35728 6.68909
C -0.61725 -1.29945 6.43923
C -0.82747 -1.68955 5.13262
C -0.00379 -1.22230 4.10701
C 0.95909 -0.25763 4.37511
H 0.54487 -0.13399 7.73762
H -1.16384 -1.68016 7.28751
H -1.57629 -2.41249 4.81705
H -0.25356 -1.42637 3.07365
H 1.59775 0.12896 3.58863
C 4.24685 1.83225 -2.44787
S 4.20293 0.04860 -2.65937
O 2.76067 -0.23070 -2.96630
C 5.05107 0.19932 -4.23945
H 3.54360 2.27358 -3.15131
H 5.25796 2.22769 -2.46791
H 3.81865 2.11267 -1.47912
H 5.20720 -0.77877 -4.69300
H 6.00077 0.71586 -4.12580
H 4.42288 0.77377 -4.92325
C 1.22741 4.59036 -2.66360
S 0.31951 3.14242 -2.16068
O 1.07797 1.92706 -2.66913
C 0.54623 3.23001 -0.39345
H 2.23281 4.62068 -2.23877
H 0.71666 5.46566 -2.26094
H 1.24418 4.59450 -3.74911
H 1.20777 4.02429 -0.06616
H 0.89409 2.24002 -0.08086
H -0.42608 3.26255 0.10031
C -4.73751 4.55313 -2.58167
S -5.07028 2.89768 -1.96135
O -5.57903 2.05821 -3.06976
C -3.34731 2.40962 -1.81010
H -4.39062 5.13434 -1.72052
H -5.68945 4.99817 -2.85806
H -3.97901 4.54250 -3.35884
H -2.94807 2.45879 -2.82893
H -3.30675 1.40335 -1.42313
H -2.73301 3.09064 -1.22121
C -3.29785 -1.24507 -2.47378
S -2.11856 -2.09284 -3.50208
O -1.03167 -1.11661 -3.91485
C -1.38065 -3.17495 -2.29235
H -4.13948 -1.91865 -2.33028
H -3.55153 -0.35044 -3.03964
H -2.89015 -0.95174 -1.50645
H -0.92134 -2.60333 -1.49350
H -0.65399 -3.79404 -2.81549
H -2.18700 -3.82160 -1.94245

***

Repeat the second record exactly.
81
Properties=species:S:1:pos:R:3 method="wB97M-V/def2-TZVPD" total_charge=+1 lumo_ev="-3.509 / -3.576" homo_energy_ha="-0.390 / -0.390" largest_force_ev_per_a=2.83 mol_weight_da=713.804 spin_multiplicity=4
V 0.69990 0.12276 -3.61508
N -0.29126 -0.20471 -0.41508
O 0.14341 -0.80297 0.55020
O -1.16472 0.67125 -0.31529
O 0.22930 -0.42771 -1.56989
F 6.99475 0.21359 1.56807
C 5.81162 -0.39987 1.48258
C 4.79347 0.22484 0.80725
C 3.50473 -0.28422 0.87856
C 3.26513 -1.48450 1.53750
C 4.31686 -2.13772 2.15114
C 5.59765 -1.60234 2.12833
H 4.90226 1.21857 0.38448
H 2.64410 0.18022 0.40817
H 2.23346 -1.78374 1.66164
H 4.18960 -3.06240 2.69956
H 6.44237 -2.10717 2.58019
F -5.04768 -5.56050 1.72091
C -4.45899 -4.35368 1.66228
C -5.13601 -3.24792 2.14362
C -4.47255 -2.02448 2.23035
C -3.23182 -1.89425 1.60959
C -2.57345 -2.98568 1.05646
C -3.21424 -4.22613 1.07209
H -6.14315 -3.35760 2.52941
H -4.94358 -1.22799 2.78775
H -2.73104 -0.92949 1.60194
H -1.59985 -2.92849 0.59789
H -2.72736 -5.10342 0.65817
F 2.13351 1.01319 5.95623
C 1.19360 0.09382 5.68364
C 0.38057 -0.35728 6.68909
C -0.61725 -1.29945 6.43923
C -0.82747 -1.68955 5.13262
C -0.00379 -1.22230 4.10701
C 0.95909 -0.25763 4.37511
H 0.54487 -0.13399 7.73762
H -1.16384 -1.68016 7.28751
H -1.57629 -2.41249 4.81705
H -0.25356 -1.42637 3.07365
H 1.59775 0.12896 3.58863
C 4.24685 1.83225 -2.44787
S 4.20293 0.04860 -2.65937
O 2.76067 -0.23070 -2.96630
C 5.05107 0.19932 -4.23945
H 3.54360 2.27358 -3.15131
H 5.25796 2.22769 -2.46791
H 3.81865 2.11267 -1.47912
H 5.20720 -0.77877 -4.69300
H 6.00077 0.71586 -4.12580
H 4.42288 0.77377 -4.92325
C 1.22741 4.59036 -2.66360
S 0.31951 3.14242 -2.16068
O 1.07797 1.92706 -2.66913
C 0.54623 3.23001 -0.39345
H 2.23281 4.62068 -2.23877
H 0.71666 5.46566 -2.26094
H 1.24418 4.59450 -3.74911
H 1.20777 4.02429 -0.06616
H 0.89409 2.24002 -0.08086
H -0.42608 3.26255 0.10031
C -4.73751 4.55313 -2.58167
S -5.07028 2.89768 -1.96135
O -5.57903 2.05821 -3.06976
C -3.34731 2.40962 -1.81010
H -4.39062 5.13434 -1.72052
H -5.68945 4.99817 -2.85806
H -3.97901 4.54250 -3.35884
H -2.94807 2.45879 -2.82893
H -3.30675 1.40335 -1.42313
H -2.73301 3.09064 -1.22121
C -3.29785 -1.24507 -2.47378
S -2.11856 -2.09284 -3.50208
O -1.03167 -1.11661 -3.91485
C -1.38065 -3.17495 -2.29235
H -4.13948 -1.91865 -2.33028
H -3.55153 -0.35044 -3.03964
H -2.89015 -0.95174 -1.50645
H -0.92134 -2.60333 -1.49350
H -0.65399 -3.79404 -2.81549
H -2.18700 -3.82160 -1.94245